(1)
Density functional theory data (wB97M-V/def2-TZVPD) for a molecular structure, C18H39O6PSc.

Each line ends with the natural charge from an NBO analysis.
Positions of all 65 atoms, in Å:
Sc  -0.261  1.198  -0.110  1.91
C  1.863  0.321  -2.090  -0.10
C  1.356  1.554  -2.801  -0.09
O  0.110  1.886  -2.128  -0.63
C  -0.333  3.250  -2.373  -0.09
C  -1.758  3.309  -1.896  -0.09
O  -1.817  2.622  -0.608  -0.63
C  -3.174  2.132  -0.315  -0.10
C  -3.173  0.680  -0.689  -0.10
O  -2.080  0.080  0.068  -0.63
C  -2.510  -0.348  1.395  -0.09
C  -1.423  -0.073  2.428  -0.09
O  -0.685  1.087  1.964  -0.64
C  0.311  1.606  2.888  -0.09
C  0.803  2.876  2.242  -0.08
O  1.091  2.578  0.837  -0.64
C  2.480  2.577  0.396  -0.09
C  2.848  1.147  0.054  -0.09
O  1.737  0.547  -0.663  -0.63
H  2.891  0.082  -2.360  0.26
H  1.233  -0.543  -2.307  0.23
H  1.164  1.357  -3.856  0.25
H  2.039  2.400  -2.710  0.21
H  -0.297  3.476  -3.439  0.26
H  0.328  3.932  -1.834  0.21
H  -2.412  2.787  -2.595  0.22
H  -2.098  4.337  -1.773  0.26
H  -3.910  2.720  -0.861  0.26
H  -3.340  2.281  0.750  0.23
H  -2.944  0.527  -1.744  0.23
H  -4.112  0.175  -0.469  0.26
H  -2.739  -1.409  1.346  0.25
H  -3.416  0.199  1.650  0.22
H  -0.729  -0.901  2.549  0.23
H  -1.897  0.159  3.383  0.24
H  1.095  0.858  3.020  0.22
H  -0.153  1.821  3.852  0.25
H  1.686  3.273  2.738  0.25
H  0.027  3.640  2.240  0.24
H  3.127  2.982  1.172  0.25
H  2.532  3.237  -0.469  0.22
H  2.980  0.541  0.950  0.23
H  3.761  1.098  -0.540  0.25
C  2.914  -3.684  0.211  -0.62
C  2.349  -2.270  0.358  -0.68
P  0.514  -2.087  0.334  0.79
C  0.067  -3.363  1.591  -0.71
C  -1.409  -3.687  1.802  -0.61
C  0.047  -2.896  -1.258  -0.73
C  -1.235  -2.354  -1.887  -0.58
H  3.999  -3.643  0.126  0.25
H  2.537  -4.182  -0.683  0.22
H  2.687  -4.307  1.074  0.23
H  2.735  -1.646  -0.453  0.21
H  2.705  -1.827  1.294  0.23
H  0.546  -3.088  2.536  0.24
H  0.574  -4.268  1.252  0.25
H  -1.924  -2.939  2.403  0.19
H  -1.502  -4.623  2.351  0.26
H  -1.944  -3.820  0.858  0.21
H  -0.045  -3.970  -1.084  0.26
H  0.885  -2.779  -1.950  0.23
H  -2.090  -2.445  -1.214  0.21
H  -1.478  -2.890  -2.803  0.26
H  -1.134  -1.291  -2.152  0.16

As for the charge: +3. Its max |F| is 1.15 eV/A. Its frontier orbital gap is 7.8470 eV.

(2)
Density functional theory data (wB97M-V/def2-TZVPD) for C20H22N4OS3 in the gas phase.

Each line ends with the natural charge from an NBO analysis.
Positions of all 50 atoms, in Å:
C  -2.600  3.344  4.219  -0.61
C  -2.569  2.380  3.041  -0.41
H  -3.464  1.755  3.031  0.25
C  -1.358  1.450  3.119  0.73
O  -1.445  0.330  3.571  -0.64
N  -0.183  2.054  2.755  -0.66
C  0.901  1.391  2.166  0.23
C  1.638  2.069  1.196  -0.27
C  2.647  1.421  0.511  -0.19
C  2.936  0.095  0.785  -0.24
C  2.222  -0.571  1.767  -0.21
C  1.214  0.069  2.465  -0.27
H  0.654  -0.448  3.226  0.25
H  2.454  -1.601  1.997  0.21
H  3.718  -0.413  0.242  0.21
H  3.201  1.953  -0.249  0.22
H  1.398  3.097  0.964  0.22
H  -0.281  3.015  2.441  0.40
S  -2.553  3.351  1.465  0.25
C  -1.845  2.129  0.425  0.28
N  -1.195  2.519  -0.648  -0.52
C  -0.534  1.547  -1.264  0.09
C  -0.474  0.202  -0.842  -0.21
C  -1.229  -0.078  0.324  0.48
N  -1.920  0.898  0.902  -0.57
N  -1.333  -1.283  0.925  -0.78
H  -0.606  -1.961  0.780  0.39
H  -1.728  -1.236  1.856  0.43
C  0.404  -0.563  -1.665  -0.03
C  0.976  0.190  -2.644  -0.18
C  1.919  -0.370  -3.626  -0.55
H  2.124  0.315  -4.446  0.25
H  2.860  -0.663  -3.152  0.22
S  1.217  -1.884  -4.404  0.18
C  0.311  -2.680  -2.992  -0.10
C  0.704  -4.153  -2.986  -0.62
H  0.458  -4.608  -3.943  0.22
H  0.170  -4.684  -2.201  0.21
H  1.774  -4.263  -2.822  0.22
C  -1.184  -2.518  -3.245  -0.63
H  -1.452  -2.973  -4.195  0.22
H  -1.455  -1.465  -3.282  0.22
H  -1.757  -2.996  -2.452  0.21
C  0.703  -2.026  -1.654  -0.44
H  1.774  -2.178  -1.484  0.22
H  0.157  -2.546  -0.868  0.21
S  0.465  1.856  -2.643  0.44
H  -1.714  3.974  4.228  0.21
H  -2.639  2.778  5.147  0.23
H  -3.478  3.983  4.157  0.22

Its max |F| is 0.78 eV/A. Its frontier orbital gap is 8.5061 eV.

(3)
Density functional theory data (wB97M-V/def2-TZVPD) for 10 unconnected molecules or ions with the total composition C14H40F2N13O19S4.

Each line ends with the Mulliken spin population.
Positions of all 92 atoms, in Å:
N  -1.019  13.240  18.770  0.03
S  -1.522  11.784  18.639  0.25
O  -1.051  10.799  19.599  0.07
O  -1.884  11.383  17.278  0.03
F  -2.991  12.133  19.219  0.04
S  0.568  12.802  18.223  0.39
O  0.720  12.551  16.784  0.09
O  1.410  12.097  19.207  0.05
F  1.343  14.216  18.352  0.04
C  -1.545  16.589  17.446  0.00
O  -1.888  17.718  17.293  0.00
N  -0.892  16.284  18.473  0.01
N  -1.916  15.553  16.750  0.00
H  -0.687  15.325  18.716  -0.03
H  -0.557  17.042  19.050  0.00
H  -2.541  15.562  15.957  0.00
H  -1.647  14.720  17.253  0.02
C  1.250  14.644  13.881  0.00
O  1.418  15.354  12.938  0.00
N  0.264  14.735  14.739  0.00
N  1.870  13.600  14.287  0.00
H  -0.539  15.347  14.706  0.00
H  0.186  13.938  15.354  0.00
H  2.641  13.232  13.749  0.00
H  1.680  13.200  15.195  0.00
C  -1.471  15.107  21.621  0.00
O  -1.607  15.991  22.403  0.00
N  -2.447  14.533  21.026  0.00
N  -0.339  14.636  21.236  0.00
H  -2.246  13.920  20.249  0.01
H  -3.380  14.748  21.348  0.00
H  -0.388  13.887  20.560  0.02
H  0.501  15.024  21.640  0.00
C  -1.286  10.058  13.988  0.00
O  -1.415  8.949  14.458  0.00
N  -1.573  11.188  14.520  0.00
N  -0.879  10.299  12.795  0.00
H  -1.734  12.047  14.013  0.00
H  -1.873  11.106  15.481  0.00
H  -0.678  9.479  12.241  0.00
H  -0.617  11.240  12.539  0.00
C  4.705  11.499  20.669  0.00
O  5.672  11.867  21.350  0.00
N  3.975  10.520  21.012  0.00
N  4.268  12.089  19.625  0.00
H  4.118  9.937  21.824  0.00
H  3.307  10.242  20.306  0.00
H  4.914  12.755  19.225  0.00
H  3.265  12.045  19.517  0.00
C  -0.238  9.688  22.884  0.00
O  -0.306  9.020  23.887  0.00
N  0.086  9.244  21.764  0.00
N  -0.384  10.973  22.898  0.00
H  0.007  9.831  20.945  0.00
H  0.104  8.249  21.591  0.00
H  -0.267  11.503  22.046  0.00
H  -0.802  11.347  23.738  0.00
C  -7.974  10.506  18.322  0.00
C  -8.536  11.664  17.412  0.00
O  -7.494  12.584  17.329  0.00
S  -6.077  12.029  18.018  0.01
O  -5.892  12.537  19.384  0.00
O  -4.991  12.056  17.055  0.00
O  -6.595  10.495  18.116  0.00
H  -8.399  9.547  18.027  0.00
H  -8.200  10.683  19.373  0.00
H  -9.416  12.038  17.935  0.00
H  -8.907  11.293  16.457  0.00
C  -4.940  8.607  20.076  0.00
C  -4.866  9.594  21.295  0.00
O  -6.025  9.427  22.001  0.00
S  -6.997  8.240  21.402  0.00
O  -8.389  8.609  21.308  0.00
O  -6.663  7.058  22.190  0.00
O  -6.288  8.270  19.915  0.00
H  -4.301  7.742  20.258  0.00
H  -4.612  9.121  19.173  0.00
H  -4.866  10.618  20.920  0.00
H  -3.975  9.438  21.903  0.00
C  4.420  15.832  17.602  0.00
C  5.767  16.216  18.289  0.00
C  6.262  14.934  18.974  0.00
O  5.683  13.837  18.183  0.00
C  4.726  14.358  17.236  0.00
H  4.059  16.380  16.731  0.00
H  3.644  15.854  18.367  0.00
H  5.713  17.059  18.978  0.00
H  6.453  16.418  17.466  0.00
H  5.726  14.942  19.922  0.00
H  7.335  14.882  19.161  0.00
H  3.854  13.753  16.986  0.00
H  5.311  14.338  16.316  0.00

As for the expectation value of S²: 0.75. As for the charge: -2. Its max |F| is 8.12 eV/A. As for the multiplicity: 2. Its frontier orbital gap (spin up / spin down) is 3.5492 / 7.8969 eV.

(4)
Density functional theory data (wB97M-V/def2-TZVPD) for 5 unconnected molecules or ions with the total composition C2H13NO4.

Each line ends with the natural charge from an NBO analysis.
Positions of all 20 atoms, in Å:
C  0.654  -1.578  0.429  -0.51
C  0.541  -0.350  0.963  -0.01
N  -0.646  0.257  1.347  -0.86
H  -0.266  -2.118  0.226  0.21
H  1.604  -2.090  0.468  0.21
H  1.437  0.225  1.205  0.20
H  -0.377  0.912  2.067  0.37
H  -1.342  0.748  0.817  0.40
H  -4.801  1.204  1.249  0.47
H  -3.951  -0.011  1.427  0.47
O  -4.002  0.907  1.691  -0.94
H  2.797  0.072  -0.393  0.48
H  4.270  0.128  -0.022  0.46
O  3.482  0.686  -0.117  -0.95
H  0.890  -0.635  -1.545  0.49
H  1.596  -1.110  -2.823  0.47
O  1.675  -0.467  -2.113  -0.97
H  -1.365  1.321  -2.324  0.47
H  -0.838  1.199  -0.952  0.46
O  -1.357  0.701  -1.602  -0.94

Its max |F| is 1.84 eV/A. Its frontier orbital gap is 9.3914 eV.

(5)
Density functional theory data (wB97M-V/def2-TZVPD) for a molecular structure, C2H4N4.

Each line ends with the natural charge from an NBO analysis.
Positions of all 10 atoms, in Å:
C  1.301  -0.840  0.195  0.13
C  -1.059  -0.089  0.131  -0.04
N  1.650  0.404  0.441  -0.27
N  0.356  -0.567  -0.740  -0.29
N  0.728  0.809  -0.473  0.01
N  -0.543  1.260  0.141  -0.47
H  1.542  -1.812  0.489  0.19
H  -1.916  -0.343  -0.541  0.20
H  -1.171  -0.639  0.957  0.18
H  -0.888  1.819  -0.602  0.37

Its max |F| is 6.04 eV/A. Its frontier orbital gap is 10.4578 eV.